# 1
ORCA calculation (ωB97M-V/def2-TZVPD) on an isolated molecule of C3BrFN2.

Properties
**SMILES**: N#CC(F)(Br)C#N
**Total charge**: 0
**Calculated total energy**: -2897.64044 Eh
**HOMO energy**: -12.1 eV
**Molar mass**: 162.9 g/mol
**ΔE to the lowest compared entry with this formula, charge and spin**: 0.0 kJ/mol
**Orbital gap**: 11.3013 eV

The geometry in XYZ format:
```
7
Properties=species:S:1:pos:R:3:lowdin_charge:R:1
N -2.23 -0.11 -0.83 0.22
C -1.16 -0.13 -0.45 -0.23
C 0.14 -0.32 0.20 -0.77
F -0.06 -0.65 1.63 -0.05
Br 1.13 -1.73 -0.71 0.84
C 0.90 0.93 0.09 -0.23
N 1.29 2.01 0.07 0.22
```



# 2
ORCA calculation (ωB97M-V/def2-TZVPD) on an isolated molecule of C3Cl3F4OP.

Properties
**SMILES**: FC(F)=C(Cl)C(F)(F)OP(Cl)Cl
**Total charge**: 0
**Calculated total energy**: -2310.93914 Eh
**HOMO energy**: -10.4 eV
**Molar mass**: 265.4 g/mol
**ΔE to the lowest compared entry with this formula, charge and spin**: 0.0 kJ/mol
**Orbital gap**: 10.2130 eV

The geometry in XYZ format:
```
12
Properties=species:S:1:pos:R:3:lowdin_charge:R:1
F -2.09 -1.64 -0.72 0.10
C -1.19 -0.62 -0.68 -0.33
F -1.38 -0.05 -1.85 0.16
C -0.72 -0.10 0.46 -0.45
Cl -0.50 -1.16 1.85 0.74
C 0.25 0.93 0.44 -0.80
F 0.16 1.49 -0.88 0.01
F 0.22 1.96 1.21 0.21
O 1.48 0.46 0.52 -0.36
P 2.85 -0.46 -0.17 0.31
Cl 2.45 -2.32 0.05 0.28
Cl 2.24 -0.28 -2.22 0.14
```